[1]
DFT (ωB97M-V/def2-TZVPD) results for C4H4N2O in the gas phase at a distorted geometry.

Orbital gap in eV: 10.207
SMILES string: C[C@H](C#N)C#[N+][O-]
LUMO level in eV: -0.088
Energy relative to the best compared isomer or geometry (same formula, charge and spin) in kJ/mol: 546.7
E in hartree: -339.3734
HOMO energy in eV: -10.30
Spin multiplicity: 1

The geometry in XYZ format:
```
11
Properties=species:S:1:pos:R:3:forces:R:3:lowdin_charge:R:1
C -0.153 -0.360 0.347 -2.435 -1.102 -1.844 -0.09
C -0.711 0.805 -0.538 0.160 -0.071 1.372 -0.16
C -0.483 2.223 0.348 -3.023 -4.737 -3.083 -0.14
N -0.320 3.215 0.866 0.618 1.881 1.124 0.12
C -1.918 0.030 -1.331 3.845 4.597 3.384 0.08
N -2.669 -0.818 -1.492 -2.255 -0.562 -2.246 -0.14
O -3.535 -1.454 -2.044 0.071 -0.889 0.834 0.02
H -1.039 -0.970 0.719 1.358 0.600 -0.563 0.11
H 0.454 -0.198 1.157 1.243 1.493 2.047 0.04
H 0.493 -0.919 -0.307 -0.177 -0.835 -0.406 0.08
H -0.055 1.106 -1.323 0.594 -0.375 -0.619 0.09
```
Positions in Å, forces in eV/Å.

[2]
DFT (ωB97M-V/def2-TZVPD) results for a 2-piece molecular cluster, C5H14 overall at a distorted geometry.

Orbital gap (spin up / spin down) in eV: 11.637 / 4.444
LUMO level (spin up / spin down) in eV: -3.232 / -10.413
Charge: +1
Energy relative to the best compared isomer or geometry (same formula, charge and spin) in kJ/mol: 54.5
E in hartree: -198.4662
HOMO energy (spin up / spin down) in eV: -14.87 / -14.86
Spin multiplicity: 2

The geometry in XYZ format:
```
19
Properties=species:S:1:pos:R:3:forces:R:3:lowdin_spin:R:1
C -0.457 2.276 0.102 -1.728 0.945 0.823 0.28
C -1.720 1.719 0.571 -0.127 -0.196 -0.367 0.17
C 0.623 1.257 -0.707 0.482 -1.511 0.141 0.30
H -0.616 3.181 -0.485 0.443 -0.331 -0.330 0.01
H 0.193 2.421 0.971 0.600 -0.020 -0.041 0.06
H -2.263 1.079 -0.174 0.134 -0.073 -0.023 0.08
H 0.522 1.558 -1.746 0.114 0.490 0.052 0.03
H 1.550 1.365 -0.175 0.550 0.559 -0.422 0.01
H -2.499 2.514 0.525 0.108 0.011 0.180 0.06
H -1.687 1.187 1.521 0.040 -0.079 -0.205 0.01
H 0.366 0.205 -0.577 -0.687 0.302 0.162 0.01
C 1.346 -2.091 -0.285 -0.985 -0.810 -0.250 0.00
C 0.196 -2.866 0.372 -0.125 0.505 0.675 0.00
H 2.151 -2.812 -0.423 0.424 0.536 0.212 0.00
H 1.112 -1.705 -1.271 -0.184 -0.010 -0.358 0.00
H 1.567 -1.245 0.353 0.704 -0.045 0.198 0.00
H -0.079 -3.823 -0.066 0.041 0.201 -0.318 0.00
H 0.534 -3.067 1.373 0.280 -0.525 0.520 0.00
H -0.700 -2.278 0.598 -0.085 0.051 -0.648 0.00
```
Positions in Å, forces in eV/Å.

[3]
DFT (ωB97M-V/def2-TZVPD) results for a 11-piece molecular cluster, C26H56Br14N4O4 overall at a distorted geometry.

Orbital gap in eV: 9.190
SMILES string: CN(C)C=O.CN(C)C=O.CN(C)C=O.CN(C)C=O.BrCCBr.BrCCBr.BrCCBr.BrCCBr.BrCCBr.BrCCBr.BrCCBr
LUMO level in eV: 0.169
Energy relative to the best compared isomer or geometry (same formula, charge and spin) in kJ/mol: 0.0
E in hartree: -37580.4066
HOMO energy in eV: -9.02
Spin multiplicity: 1

The geometry in XYZ format:
```
104
Properties=species:S:1:pos:R:3:forces:R:3:lowdin_charge:R:1
C -5.432 3.635 -0.371 -1.190 0.167 -0.560 -0.09
N -5.053 2.231 -0.383 0.784 0.872 -0.551 -0.16
C -6.058 1.256 0.015 -0.066 0.800 0.836 -0.02
C -3.743 1.938 -0.558 -0.769 -1.307 1.069 -0.33
O -3.300 0.815 -0.329 -1.263 0.400 -1.134 -0.13
H -5.892 3.926 0.577 0.182 -0.149 0.143 0.09
H -6.193 3.811 -1.139 -0.051 -0.006 0.029 0.09
H -4.631 4.339 -0.590 0.293 -0.484 0.053 0.02
H -5.654 0.260 0.150 0.240 0.072 -0.220 0.07
H -6.430 1.610 0.981 -0.079 -0.303 0.141 0.09
H -6.933 1.253 -0.636 0.238 -0.014 -0.386 0.09
H -3.106 2.784 -0.842 -0.104 0.086 -0.111 0.09
C 0.598 -0.739 0.543 0.602 -0.544 0.370 -0.08
N 0.246 0.618 0.845 0.721 0.949 -0.221 -0.13
C -0.803 1.229 0.045 -0.450 -1.711 0.785 -0.11
C 0.920 1.321 1.763 -0.176 0.156 -0.277 -0.30
O 0.776 2.528 1.933 1.153 -1.118 0.371 -0.07
H -0.232 -1.414 0.749 -0.047 -0.005 -0.273 0.04
H 1.437 -1.047 1.170 -0.182 -0.030 0.241 0.05
H 1.001 -0.888 -0.463 -0.433 0.224 -0.215 0.08
H -1.597 0.482 0.115 0.520 0.298 -0.549 0.05
H -1.257 2.115 0.474 0.508 0.106 0.244 0.06
H -0.551 1.459 -0.993 0.240 -0.992 0.920 -0.08
H 1.576 0.690 2.385 0.189 0.117 -0.010 0.14
C 4.770 -0.644 0.531 -0.242 0.880 -1.087 -0.11
N 5.814 -1.170 -0.334 -0.033 0.356 0.583 -0.19
C 7.018 -0.389 -0.396 1.460 0.051 -0.896 -0.07
C 5.608 -2.309 -1.037 0.064 -0.834 0.927 -0.35
O 6.406 -2.912 -1.724 0.190 0.518 -0.408 0.01
H 3.866 -1.236 0.398 0.042 -0.157 0.397 0.06
H 4.542 0.347 0.123 -0.191 -0.012 0.359 -0.01
H 5.041 -0.458 1.570 0.257 -0.641 0.074 0.08
H 6.865 0.692 -0.430 -0.580 -0.061 0.318 0.08
H 7.763 -0.602 0.376 -0.427 -0.089 0.427 0.09
H 7.593 -0.570 -1.308 -0.421 -0.419 -0.162 0.09
H 4.632 -2.763 -0.786 -0.179 0.256 -0.211 0.12
C 0.910 -6.446 -1.842 -1.259 -0.324 -1.209 -0.07
N 1.416 -5.092 -1.731 -0.203 -0.926 0.876 -0.18
C 2.325 -4.695 -2.775 0.060 1.085 -0.220 -0.05
C 1.379 -4.488 -0.513 0.421 0.186 -0.419 -0.34
O 2.070 -3.545 -0.180 -0.205 0.164 -0.040 -0.02
H 0.356 -6.506 -2.787 0.573 -0.193 -0.327 0.09
H 0.089 -6.767 -1.195 0.418 0.685 0.843 0.09
H 1.679 -7.218 -1.810 0.175 0.144 -0.043 0.09
H 1.790 -4.551 -3.716 -0.063 -0.423 -0.028 0.06
H 2.695 -3.698 -2.540 0.164 -0.150 0.250 0.05
H 3.181 -5.354 -2.920 -0.101 -0.182 0.149 0.10
H 0.617 -4.939 0.140 0.094 -0.021 0.133 0.10
Br -0.084 -3.547 2.664 0.348 -0.157 0.422 0.70
C 0.726 -3.512 4.429 0.135 0.812 0.619 -0.69
C 2.190 -3.931 4.483 -1.179 0.355 -0.298 -0.63
Br 3.208 -2.547 3.536 0.140 -0.570 0.160 0.63
H 0.084 -4.038 5.135 0.094 -0.491 -0.298 0.07
H 0.689 -2.476 4.766 -0.189 0.069 -0.226 0.02
H 2.299 -4.919 4.046 0.538 0.137 -0.141 0.06
H 2.483 -3.907 5.529 0.281 -0.062 -0.076 0.06
Br 0.900 2.865 5.444 -0.299 0.190 -0.183 0.62
C -0.860 2.217 4.805 0.857 0.379 0.721 -0.62
C -0.755 0.705 4.765 -0.834 0.300 0.535 -0.67
Br -0.806 0.003 6.618 0.168 0.029 -0.528 0.59
H -1.054 2.744 3.876 0.186 -0.489 -0.301 0.03
H -1.549 2.616 5.544 -0.152 -0.384 0.037 0.05
H 0.174 0.383 4.309 -0.063 -0.153 -0.011 0.03
H -1.633 0.245 4.316 0.158 0.028 -0.220 0.00
Br -3.361 -0.938 2.296 -0.252 -0.366 0.312 0.68
C -4.108 -2.195 1.008 1.668 -0.393 -0.398 -0.67
C -3.260 -3.456 0.840 -0.291 -0.035 0.638 -0.69
Br -3.479 -4.620 2.409 -0.317 -0.096 -0.431 0.57
H -3.980 -1.634 0.083 -0.666 0.048 -0.100 -0.01
H -5.106 -2.526 1.270 -0.178 0.571 0.011 0.06
H -2.180 -3.363 0.784 -0.064 0.605 -0.158 -0.02
H -3.613 -3.953 -0.063 -0.062 -0.345 0.219 0.06
Br -0.392 3.088 -2.271 0.704 1.658 -0.759 0.78
C 0.243 4.928 -2.439 0.665 0.603 -0.141 -0.64
C -0.585 5.756 -3.392 -0.736 -0.350 0.191 -0.65
Br -2.299 6.119 -2.522 -0.116 -0.005 -0.350 0.60
H 1.283 4.953 -2.770 -0.037 -0.533 -0.116 0.07
H 0.254 5.317 -1.424 -0.254 0.088 -0.029 0.04
H -0.756 5.207 -4.316 -0.235 0.005 0.065 0.05
H -0.215 6.741 -3.660 0.462 -0.088 0.350 0.06
Br 1.456 -1.763 -5.005 0.193 -0.032 0.125 0.67
C 2.446 -1.037 -3.488 -0.814 0.369 0.660 -0.71
C 2.900 0.362 -3.816 0.893 -0.712 0.374 -0.65
Br 3.691 1.072 -2.166 -0.277 0.199 -0.373 0.72
H 3.250 -1.701 -3.184 0.129 -0.003 -0.405 0.05
H 1.755 -0.980 -2.647 -0.180 -0.259 -0.155 0.03
H 2.090 1.015 -4.118 0.130 0.065 -0.142 0.05
H 3.743 0.272 -4.495 -0.260 0.566 -0.349 0.06
Br -2.629 2.224 -4.815 -0.407 -0.751 0.085 0.61
C -3.091 0.613 -3.791 -0.179 -0.578 0.708 -0.66
C -1.861 -0.175 -3.394 0.939 0.425 -0.605 -0.69
Br -2.311 -1.792 -2.387 0.109 0.342 -0.376 0.68
H -3.743 -0.055 -4.351 0.038 0.378 -0.470 0.06
H -3.648 0.888 -2.900 0.068 0.402 -0.072 0.03
H -1.120 0.371 -2.816 -0.458 0.122 0.450 0.00
H -1.288 -0.430 -4.287 -0.295 -0.593 -0.001 0.02
Br -0.173 7.176 2.365 0.189 -0.074 -0.123 0.59
C -0.081 5.250 2.730 -1.284 0.431 0.171 -0.67
C -0.721 4.435 1.633 -0.213 0.896 -0.745 -0.67
Br -2.585 4.957 1.185 0.591 0.080 0.309 0.64
H -0.692 5.152 3.624 0.372 -0.056 0.245 0.04
H 0.967 5.047 2.910 -0.084 -0.398 -0.108 0.05
H -0.809 3.390 1.836 -0.220 0.174 0.506 -0.02
H -0.116 4.483 0.730 -0.336 0.169 -0.206 0.05
```
Positions in Å, forces in eV/Å.